Entry 1:
The following is a DFT calculation (the ωB97M-V functional and the def2-TZVPD basis) of an isolated molecule of H5NO3Si.

```
10
Properties=species:S:1:pos:R:3:forces:R:3
O -0.577 -1.034 1.261 0.021 -0.390 0.612
Si -0.353 0.061 0.099 3.321 -1.459 -4.640
H 1.757 1.061 -1.005 -0.156 0.124 -0.014
H 2.409 -0.020 0.055 -1.860 0.210 -1.043
O -0.616 1.572 0.545 -0.624 0.030 -2.855
H -0.646 -1.984 1.097 0.098 0.533 -0.046
H -0.617 1.638 1.447 -0.101 0.830 3.791
O -1.270 -0.305 -1.277 0.703 0.700 1.254
N 1.610 0.127 -0.642 -1.868 -0.890 2.414
H -1.697 -1.115 -1.580 0.468 0.313 0.527
```
Forces are in eV/Å.

Summary:
Max |F| = 5.890 eV Å⁻¹
Calculated total energy = -573.10259 hartree
Structure (SMILES) = N[Si](O)(O)O
Frontier orbital gap = 9.19 eV

Entry 2:
The following is a DFT calculation (the ωB97M-V functional and the def2-TZVPD basis) of an isolated molecule of C3H6ClNO.

```
12
Properties=species:S:1:pos:R:3:forces:R:3
H -1.423 1.884 -0.127 0.790 -0.767 1.169
C 0.169 -1.231 0.178 -0.058 0.340 -0.243
H 0.316 1.669 0.130 0.370 -0.201 -0.284
C -0.634 1.186 0.305 -0.934 1.031 0.562
H 2.934 -0.192 -0.225 -0.879 0.271 -0.392
O 1.983 -0.070 -0.443 0.633 -1.598 1.054
Cl -2.474 -0.725 -0.147 0.359 0.099 -0.358
N 1.446 -1.274 0.215 -0.821 1.872 -1.006
C -0.789 -0.120 -0.405 1.766 -1.483 -1.160
H -0.294 -2.100 0.642 -0.066 0.122 -0.071
H -0.672 0.989 1.414 -0.506 0.596 -1.078
H -0.561 -0.013 -1.535 -0.654 -0.283 1.806
```
Forces are in eV/Å.

Summary:
Max |F| = 2.582 eV Å⁻¹
Calculated total energy = -708.02493 hartree
Structure (SMILES) = C[C@H](Cl)/C=N\O
Frontier orbital gap = 11.25 eV

Calculated energy above the lowest of the compared OMol25 structures with the same formula, charge and spin in order - 33.38; 55.96 kcal per mole